Here is a molecular structure, C22H34O36S8 at a distorted geometry from the Open Molecules 2025 dataset. Energies are from ωB97M-V/def2-TZVPD.

Computed properties:
LUMO level: 3.2 eV
Frontier orbital gap: 5.621 eV
Net charge: -2
E_HOMO: -2.39 eV

Element x y z (Å)
C (-13.110, -12.482, -11.347)
C (-13.263, -13.336, -12.490)
C (-12.198, -14.409, -12.749)
O (-12.141, -15.010, -13.795)
C (-11.297, -14.720, -11.678)
C (-11.229, -13.920, -10.522)
C (-12.091, -12.630, -10.444)
O (-11.765, -11.755, -9.590)
O (-10.359, -14.056, -9.628)
O (-14.168, -13.173, -13.287)
H (-13.887, -11.752, -11.125)
H (-10.570, -15.498, -11.892)
C (-11.785, -17.460, -15.315)
C (-10.300, -17.510, -15.016)
O (-9.620, -17.085, -16.209)
S (-10.581, -16.299, -17.178)
O (-10.529, -16.894, -18.453)
O (-10.335, -14.916, -17.013)
O (-11.932, -16.700, -16.500)
H (-12.268, -16.925, -14.501)
H (-12.256, -18.445, -15.376)
H (-9.912, -18.466, -14.674)
H (-10.072, -16.770, -14.244)
C (-12.556, -13.813, -6.560)
C (-13.484, -12.652, -6.353)
O (-14.746, -13.272, -6.067)
S (-14.864, -14.577, -6.961)
O (-15.586, -14.280, -8.144)
O (-15.212, -15.639, -6.112)
O (-13.346, -14.693, -7.371)
H (-12.389, -14.354, -5.616)
H (-11.607, -13.529, -6.997)
H (-13.529, -12.133, -7.313)
H (-13.099, -11.921, -5.645)
C (-13.572, -17.100, -9.731)
C (-12.488, -18.063, -10.258)
O (-12.689, -18.135, -11.691)
S (-14.163, -17.737, -12.094)
O (-15.007, -18.882, -11.985)
O (-14.225, -17.048, -13.320)
O (-14.399, -16.768, -10.873)
H (-13.128, -16.157, -9.429)
H (-14.206, -17.562, -8.978)
H (-12.623, -19.071, -9.877)
H (-11.499, -17.623, -10.168)
C (-17.797, -10.016, -11.515)
C (-16.470, -9.294, -11.363)
O (-16.611, -8.167, -12.264)
S (-18.077, -7.630, -12.158)
O (-18.397, -7.050, -13.381)
O (-18.287, -6.910, -10.963)
O (-18.761, -9.042, -11.988)
H (-18.122, -10.487, -10.591)
H (-17.759, -10.781, -12.289)
H (-15.569, -9.786, -11.714)
H (-16.350, -8.950, -10.332)
C (-11.339, -9.876, -14.060)
C (-10.734, -10.832, -13.074)
O (-10.585, -12.032, -13.769)
S (-10.770, -11.938, -15.348)
O (-11.982, -12.468, -15.783)
O (-9.576, -12.340, -15.968)
O (-10.934, -10.330, -15.356)
H (-11.030, -8.845, -13.922)
H (-12.431, -9.934, -14.129)
H (-11.312, -10.926, -12.160)
H (-9.738, -10.426, -12.838)
C (-8.334, -14.111, -13.274)
C (-7.918, -13.482, -11.959)
O (-7.740, -14.634, -11.085)
S (-6.903, -15.664, -11.944)
O (-7.081, -16.942, -11.392)
O (-5.584, -15.161, -12.169)
O (-7.748, -15.482, -13.237)
H (-8.007, -13.624, -14.187)
H (-9.388, -14.365, -13.342)
H (-8.777, -12.953, -11.553)
H (-6.975, -12.944, -11.978)
C (-16.968, -15.093, -11.010)
C (-17.301, -13.630, -10.876)
O (-17.797, -13.258, -12.195)
S (-18.224, -14.528, -13.038)
O (-17.285, -14.741, -14.057)
O (-19.607, -14.459, -13.348)
O (-18.020, -15.592, -11.878)
H (-17.039, -15.638, -10.081)
H (-16.040, -15.198, -11.568)
H (-16.428, -12.998, -10.720)
H (-18.071, -13.375, -10.144)
C (-12.232, -8.805, -9.761)
C (-10.859, -8.971, -9.106)
O (-9.984, -8.093, -9.822)
S (-10.778, -7.160, -10.834)
O (-10.148, -6.949, -12.066)
O (-11.248, -6.021, -10.122)
O (-11.930, -8.227, -11.033)
H (-12.886, -8.109, -9.224)
H (-12.774, -9.734, -9.904)
H (-10.552, -10.008, -9.241)
H (-10.931, -8.712, -8.052)



Here is a molecular structure, C22H35BaNO3P2S at a distorted geometry from the Open Molecules 2025 dataset. Energies are from ωB97M-V/def2-TZVPD.

Computed properties:
LUMO level: 0.0 eV
Frontier orbital gap: 3.002 eV
E_HOMO: -2.98 eV

Element x y z (Å)
P (0.654, -2.410, -0.130)
P (0.687, 2.116, 0.266)
C (0.433, -0.743, -0.876)
C (1.323, 0.468, -0.512)
H (-0.641, -0.502, -1.017)
H (0.651, -0.979, -1.922)
H (2.097, 0.147, 0.209)
H (1.828, 0.816, -1.428)
C (-0.963, 2.425, -0.524)
H (-1.713, 2.692, 0.251)
H (-1.311, 1.590, -1.164)
H (-0.886, 3.280, -1.208)
C (1.642, 3.342, -0.706)
H (1.024, 3.824, -1.475)
H (2.524, 2.875, -1.159)
H (1.961, 4.093, 0.030)
C (-0.628, -3.590, -0.629)
H (-0.690, -4.370, 0.150)
H (-0.435, -4.067, -1.599)
H (-1.618, -3.106, -0.664)
C (2.337, -2.982, -0.308)
H (3.018, -2.114, -0.340)
H (2.493, -3.578, -1.229)
H (2.601, -3.579, 0.585)
Ba (-2.079, 0.187, 0.761)
C (-0.044, 1.207, -3.482)
C (-1.390, 1.153, -3.450)
C (-2.188, 0.376, -4.445)
C (-1.700, -1.076, -4.723)
C (-0.961, -1.750, -3.609)
C (0.388, -1.817, -3.613)
C (1.249, -0.909, -4.467)
C (0.793, 0.574, -4.591)
C (0.294, -2.267, 1.613)
H (0.490, 1.946, -2.854)
H (-1.956, 1.898, -2.880)
H (-2.190, 0.900, -5.416)
H (-3.234, 0.319, -4.121)
H (-2.578, -1.690, -4.972)
H (-1.064, -1.093, -5.627)
H (-1.563, -2.293, -2.868)
H (0.943, -2.661, -3.161)
H (1.332, -1.333, -5.483)
H (2.279, -0.927, -4.074)
H (1.722, 1.165, -4.658)
H (0.320, 0.704, -5.584)
H (0.863, -1.486, 2.128)
H (0.542, -3.268, 2.005)
H (-0.784, -2.092, 1.767)
O (-2.620, 0.110, 3.464)
C (-1.536, 0.595, 3.938)
N (-0.561, 0.898, 3.049)
S (0.865, 1.405, 3.775)
O (1.889, 0.421, 3.507)
O (1.142, 2.791, 3.485)
C (0.192, 1.288, 5.401)
C (0.838, 1.676, 6.577)
C (0.140, 1.552, 7.780)
C (-1.180, 1.071, 7.764)
C (-1.828, 0.751, 6.556)
C (-1.127, 0.864, 5.343)
H (1.850, 2.077, 6.567)
H (0.623, 1.776, 8.732)
H (-1.706, 0.942, 8.722)
H (-2.854, 0.370, 6.547)



Here is 7 unconnected molecules or ions with the total composition C22H35Br12ClO2 at a distorted geometry from the Open Molecules 2025 dataset. Energies are from ωB97M-V/def2-TZVPD.

Computed properties:
LUMO level: 0.2 eV
SMILES string: Cc1ccc(CCOC(=O)Cl)cc1.BrCCBr.BrCCBr.BrCCBr.BrCCBr.BrCCBr.BrCCBr
Frontier orbital gap: 8.800 eV
E_HOMO: -8.57 eV

Element x y z (Å)
C (5.325, 3.152, 0.443)
C (3.807, 3.649, 0.477)
C (3.083, 3.786, 1.858)
C (1.578, 4.237, 1.808)
C (0.882, 4.539, 0.437)
C (-0.662, 4.945, 0.468)
C (-1.668, 3.816, -0.080)
O (-1.028, 2.690, -0.729)
C (-0.685, 1.664, 0.160)
O (-1.199, 1.401, 1.261)
Cl (0.738, 0.608, -0.364)
C (1.606, 4.420, -0.924)
C (3.106, 3.969, -0.875)
H (5.501, 2.651, -0.582)
H (5.522, 2.381, 1.271)
H (6.093, 4.006, 0.533)
H (3.599, 3.545, 2.855)
H (0.972, 4.335, 2.778)
H (-0.757, 5.904, -0.173)
H (-0.926, 5.223, 1.546)
H (-2.308, 4.329, -0.896)
H (-2.433, 3.520, 0.733)
H (1.058, 4.643, -1.899)
H (3.638, 3.862, -1.881)
Br (-0.502, -3.590, -1.115)
C (-1.235, -1.984, -1.942)
C (-2.480, -2.296, -2.735)
Br (-2.040, -3.137, -4.440)
H (-0.440, -1.544, -2.543)
H (-1.466, -1.316, -1.111)
H (-3.008, -1.378, -2.999)
H (-3.164, -2.967, -2.217)
Br (-4.247, -2.604, 0.453)
C (-3.586, -1.394, 1.832)
C (-2.391, -1.976, 2.544)
Br (-2.927, -3.353, 3.816)
H (-4.424, -1.183, 2.497)
H (-3.310, -0.481, 1.302)
H (-1.892, -1.213, 3.144)
H (-1.665, -2.432, 1.869)
Br (-0.548, -2.197, 6.948)
C (-1.647, -3.744, 7.389)
C (-1.856, -3.861, 8.879)
Br (-0.270, -4.569, 9.763)
H (-1.160, -4.616, 6.952)
H (-2.597, -3.571, 6.880)
H (-2.648, -4.578, 9.100)
H (-2.089, -2.910, 9.357)
Br (8.336, 2.856, -1.992)
C (7.531, 2.075, -3.586)
C (6.931, 3.137, -4.474)
Br (5.230, 3.775, -3.766)
H (6.806, 1.336, -3.247)
H (8.350, 1.566, -4.097)
H (6.693, 2.727, -5.457)
H (7.572, 4.010, -4.595)
Br (-0.806, 1.060, -3.708)
C (-1.603, 0.260, -5.297)
C (-2.218, 1.310, -6.189)
Br (-3.924, 1.929, -5.479)
H (-2.318, -0.487, -4.952)
H (-0.779, -0.242, -5.806)
H (-2.453, 0.892, -7.169)
H (-1.588, 2.191, -6.316)
Br (-1.837, -7.911, 1.808)
C (-2.569, -6.304, 0.981)
C (-3.815, -6.615, 0.189)
Br (-3.379, -7.457, -1.515)
H (-1.772, -5.866, 0.379)
H (-2.798, -5.636, 1.813)
H (-4.341, -5.697, -0.075)
H (-4.500, -7.285, 0.708)



Here is a molecular structure, C22H35Br4ClLiNO4 at a distorted geometry from the Open Molecules 2025 dataset. Energies are from ωB97M-V/def2-TZVPD.

Computed properties:
LUMO level: -2.9 eV
Frontier orbital gap: 1.385 eV
E_HOMO: -4.32 eV

Element x y z (Å)
C (0.637, 5.262, -0.715)
O (-0.659, 5.107, -1.332)
C (-0.917, 3.660, -1.325)
C (-2.205, 3.252, -2.227)
C (-2.487, 1.665, -2.049)
C (-1.172, 0.916, -2.564)
C (-1.317, -0.676, -2.717)
C (-0.515, -1.146, -4.019)
C (0.908, -1.818, -3.727)
C (1.796, -1.065, -2.648)
C (2.231, 0.270, -2.695)
Cl (1.788, 1.351, -4.081)
C (3.165, 0.784, -1.495)
O (3.085, 1.909, -0.983)
C (4.235, -0.299, -0.994)
C (3.800, -1.655, -0.945)
C (4.820, -2.787, -0.506)
C (5.639, -3.168, -1.859)
C (6.759, -2.045, -2.186)
N (6.300, -1.102, -3.278)
C (2.285, -1.938, -1.391)
O (1.539, -2.750, -0.816)
H (0.557, 6.096, 0.073)
H (1.463, 5.564, -1.438)
H (1.006, 4.327, -0.167)
H (0.051, 3.189, -1.746)
H (-1.040, 3.345, -0.238)
H (-1.840, 3.375, -3.322)
H (-3.178, 3.894, -2.031)
H (-3.389, 1.357, -2.685)
H (-2.645, 1.369, -0.965)
H (-0.953, 1.337, -3.610)
H (-0.249, 1.107, -1.917)
H (-2.417, -0.956, -2.900)
H (-0.972, -1.155, -1.748)
H (-0.369, -0.346, -4.808)
H (-1.156, -1.963, -4.518)
H (0.753, -2.901, -3.397)
H (1.519, -1.872, -4.693)
H (5.292, -0.040, -0.693)
H (5.598, -2.448, 0.251)
H (4.307, -3.755, -0.164)
H (6.132, -4.188, -1.803)
H (4.899, -3.113, -2.737)
H (6.928, -1.386, -1.264)
H (7.724, -2.518, -2.551)
H (6.940, -1.154, -4.086)
H (6.377, -0.124, -2.947)
Li (5.521, 0.029, -4.992)
C (-4.235, 0.961, 2.548)
Br (-4.175, -0.252, 1.035)
Br (-3.521, 2.711, 2.104)
Br (-6.018, 1.081, 3.302)
H (-3.593, 0.540, 3.319)
C (-4.510, -2.577, 7.000)
C (-4.931, -1.809, 8.235)
C (-4.646, -0.377, 7.826)
O (-4.828, -0.306, 6.406)
C (-4.932, -1.639, 5.887)
H (-4.966, -3.565, 6.920)
H (-3.422, -2.700, 6.993)
H (-6.004, -1.943, 8.406)
H (-4.401, -2.108, 9.141)
H (-3.609, -0.100, 8.046)
H (-5.309, 0.339, 8.317)
H (-5.976, -1.806, 5.601)
H (-4.308, -1.735, 4.996)
Br (-3.188, 4.493, -0.433)



Here is a molecular structure, C22H35CaN3O3Si3 at a distorted geometry from the Open Molecules 2025 dataset. Energies are from ωB97M-V/def2-TZVPD.

Computed properties:
LUMO level: -0.1 eV
Frontier orbital gap: 7.758 eV
E_HOMO: -7.85 eV

Element x y z (Å)
Ca (0.381, 0.064, -0.078)
O (-1.150, 1.422, 3.645)
C (-0.839, 1.208, 2.495)
N (-0.582, 0.018, 1.863)
C (-0.845, -1.185, 2.463)
O (-1.206, -1.438, 3.591)
C (-0.661, -2.360, 1.494)
C (-0.570, -3.640, 2.015)
C (-0.437, -4.706, 1.146)
C (-0.423, -4.465, -0.221)
C (-0.516, -3.159, -0.659)
N (-0.618, -2.115, 0.173)
C (-0.751, 2.405, 1.540)
C (-0.584, 3.670, 2.080)
C (-0.609, 4.762, 1.234)
C (-0.827, 4.558, -0.122)
C (-0.967, 3.263, -0.579)
N (-0.911, 2.192, 0.222)
H (-0.617, -3.761, 3.088)
H (-0.348, -5.716, 1.525)
H (-0.332, -5.271, -0.935)
H (-0.507, -2.929, -1.718)
H (-0.462, 3.763, 3.150)
H (-0.469, 5.763, 1.622)
H (-0.874, 5.385, -0.817)
H (-1.124, 3.065, -1.633)
C (-0.093, 0.177, -3.607)
O (0.678, 0.108, -2.415)
Si (2.336, -0.402, -2.357)
C (2.302, -2.216, -2.819)
C (3.210, 0.405, -3.801)
C (2.767, 0.029, -0.658)
Si (3.284, 1.784, -0.413)
C (2.918, 2.399, 1.338)
C (5.107, 2.100, -0.731)
C (2.367, 2.975, -1.564)
Si (3.850, -1.158, 0.232)
C (5.418, -1.604, -0.708)
C (4.373, -0.506, 1.915)
C (3.007, -2.801, 0.618)
H (0.541, 0.158, -4.495)
H (-0.663, 1.106, -3.616)
H (-0.792, -0.661, -3.662)
H (1.770, -2.348, -3.767)
H (1.817, -2.837, -2.065)
H (3.319, -2.597, -2.958)
H (2.852, 0.021, -4.761)
H (4.279, 0.178, -3.739)
H (3.101, 1.489, -3.806)
H (3.772, 2.227, 1.995)
H (2.062, 1.896, 1.800)
H (2.708, 3.472, 1.334)
H (5.736, 1.575, -0.007)
H (5.339, 3.168, -0.666)
H (5.385, 1.752, -1.731)
H (1.327, 2.678, -1.723)
H (2.841, 3.034, -2.545)
H (2.366, 3.981, -1.136)
H (6.022, -0.718, -0.922)
H (5.175, -2.078, -1.665)
H (6.035, -2.306, -0.136)
H (5.089, 0.317, 1.843)
H (4.849, -1.308, 2.488)
H (3.512, -0.152, 2.488)
H (2.712, -3.351, -0.277)
H (2.115, -2.652, 1.238)
H (3.692, -3.440, 1.184)



Here is a molecular structure, C22H35EuNO3P2S at a distorted geometry from the Open Molecules 2025 dataset. Energies are from ωB97M-V/def2-TZVPD.

Computed properties:
LUMO level (spin up / spin down): 0.1 / 0.1 eV
Spin multiplicity: 8
Frontier orbital gap (spin up / spin down): 6.492 / 6.522 eV
<S²>: 15.76
E_HOMO (spin up / spin down): -6.37 / -6.43 eV

Element x y z (Å)
P (1.215, -1.671, -2.079)
P (2.045, 2.033, -1.783)
C (1.033, -0.237, -3.254)
C (2.163, 0.781, -3.153)
H (0.032, 0.187, -3.059)
H (1.032, -0.665, -4.271)
H (3.124, 0.270, -2.980)
H (2.252, 1.358, -4.087)
C (0.515, 2.983, -2.179)
H (0.325, 3.709, -1.370)
H (-0.383, 2.351, -2.283)
H (0.705, 3.514, -3.122)
C (3.361, 3.174, -2.364)
H (3.082, 3.582, -3.348)
H (4.313, 2.629, -2.462)
H (3.483, 3.980, -1.623)
C (0.214, -2.742, -3.243)
H (-0.011, -3.722, -2.801)
H (0.804, -2.896, -4.159)
H (-0.731, -2.259, -3.524)
C (2.815, -2.388, -2.662)
H (3.613, -1.645, -2.675)
H (2.707, -2.811, -3.666)
H (3.091, -3.195, -1.974)
Eu (1.778, 0.858, 0.654)
C (-2.763, 1.258, -1.459)
C (-3.705, 0.744, -2.270)
C (-4.497, -0.528, -2.203)
C (-4.436, -1.301, -0.833)
C (-3.236, -2.173, -0.862)
C (-2.013, -1.799, -0.577)
C (-1.484, -0.492, -0.062)
C (-2.306, 0.799, -0.091)
C (1.902, -1.528, 0.916)
H (-2.408, 2.274, -1.700)
H (-3.911, 1.327, -3.204)
H (-4.175, -1.221, -3.021)
H (-5.555, -0.293, -2.431)
H (-4.530, -0.584, -0.006)
H (-5.317, -1.966, -0.800)
H (-3.406, -3.224, -1.173)
H (-1.206, -2.521, -0.761)
H (-0.557, -0.346, -0.650)
H (-1.130, -0.566, 0.975)
H (-3.131, 0.781, 0.644)
H (-1.634, 1.603, 0.295)
H (2.965, -1.404, 1.216)
H (1.767, -2.365, 0.206)
H (1.284, -1.613, 1.832)
O (3.010, 2.404, 4.271)
S (2.400, 1.180, 3.816)
O (3.252, 0.276, 3.033)
N (1.072, 1.440, 2.825)
C (-0.167, 1.070, 3.303)
O (-1.191, 1.131, 2.596)
C (0.007, 0.590, 4.697)
C (-0.982, 0.087, 5.553)
C (-0.630, -0.191, 6.881)
C (0.709, -0.079, 7.303)
C (1.718, 0.212, 6.375)
C (1.341, 0.509, 5.066)
H (-1.992, -0.085, 5.164)
H (-1.386, -0.511, 7.610)
H (0.977, -0.279, 8.342)
H (2.768, 0.204, 6.656)